Molecular formula: C3H6O2
Method: DFT, ωB97M-V/def2-TZVPD

F_max ... 15.8 eV/A
HOMO-LUMO gap ... 10.714 eV
LUMO ... 0.750 eV
ΔE to the lowest compared entry with this formula, charge and spin ... 2.973 eV
SMILES ... COC(C)=O
Charge ... 0
Highest occupied orbital energy ... -9.965 eV

Last column: natural (NBO) charge in e.
Element x y z (Å)
C (-0.9105, 0.9192, -0.0564)  -0.688
C (-0.8919, -0.6263, -0.0889)  0.788
C (1.4730, -0.4559, 0.0126)  -0.253
H (-0.4708, 1.3699, 0.7610)  0.225
H (-0.6631, 1.1617, -0.8411)  0.178
H (-1.9183, 1.1839, 0.1826)  0.242
H (2.2917, -1.1693, -0.1042)  0.210
H (1.3930, 0.3609, -0.7901)  0.192
H (1.3734, -0.2022, 0.9893)  0.190
O (-1.9254, -1.3296, 0.0150)  -0.599
O (0.2488, -1.2124, -0.0797)  -0.486